No. 1
# C9H14

A cluster of 2 separate species, C9H14 in total (ωB97M-V/def2-TZVPD, the OMol25 dataset).

Its expectation value of S² is 0.77. As for the energy above the lowest of the compared OMol25 structures with the same formula, charge and spin: 0.453 eV. The value obtained for the HOMO-LUMO gap (spin up / spin down) is 0.363 / 0.224 Ha. The calculation puts the HOMO energy (spin up / spin down) at -14.40 / -14.40 eV. The calculation puts the LUMO energy (spin up / spin down) at -4.52 / -8.30 eV.

```
! RIJCOSX wB97M-V def2-TZVPD def2/J DEFGRID3
* xyz 1 2
C -0.331 0.342 2.820
C -0.810 -1.669 1.322
C -1.000 -0.264 1.662
C -1.266 -2.183 0.120
C -1.747 0.540 0.810
C -2.005 -1.385 -0.727
C -2.251 -0.019 -0.338
H -0.394 -2.292 2.112
H -1.155 -3.206 -0.131
H -1.035 0.429 3.644
H -0.066 1.374 2.594
H -1.860 1.594 1.015
H -2.186 -1.765 -1.723
H -2.841 0.556 -1.037
H 0.622 -0.074 3.142
C 2.720 0.878 -2.500
C 1.843 1.061 -1.236
H 2.316 1.575 -3.251
H 3.739 1.257 -2.370
H 2.700 -0.094 -2.971
H 2.275 0.492 -0.410
H 0.825 0.726 -1.462
H 1.906 2.126 -1.083
*
```

What are the natural (NBO) partial charges on each atom? They are as follows, in elementary charge units: -0.6980, -0.0509, 0.2326, -0.2462, -0.2439, 0.0038, -0.0736, 0.2478, 0.2550, 0.2898, 0.2631, 0.2568, 0.2505, 0.2479, 0.2641, -0.6040, -0.6136, 0.2035, 0.2160, 0.2057, 0.1971, 0.1804, 0.2164

---

No. 2
# C9H14

A cluster of 2 separate species, C9H14 in total (ωB97M-V/def2-TZVPD, the OMol25 dataset).

Its expectation value of S² is 0.77. As for the energy above the lowest of the compared OMol25 structures with the same formula, charge and spin: 1.396 eV. The value obtained for the HOMO-LUMO gap (spin up / spin down) is 0.385 / 0.231 Ha. The calculation puts the HOMO energy (spin up / spin down) at -14.80 / -14.79 eV. The calculation puts the LUMO energy (spin up / spin down) at -4.32 / -8.50 eV.

```
! RIJCOSX wB97M-V def2-TZVPD def2/J DEFGRID3
* xyz 1 2
C -1.495 1.580 2.575
C -2.646 0.550 2.064
H -0.870 1.193 3.462
H -0.679 1.914 1.807
H -2.030 2.428 3.012
H -2.948 0.854 1.031
H -3.490 0.649 2.725
H -2.357 -0.525 2.150
C -0.346 -0.075 -2.831
C 1.341 -0.395 0.633
C 2.520 -0.968 0.212
C 0.410 -0.145 -0.394
C 0.706 -0.428 -1.741
C 2.712 -1.367 -1.097
C 1.821 -1.118 -2.154
H 1.037 0.045 1.573
H 3.218 -1.306 0.989
H -0.667 0.060 -0.107
H 3.692 -1.854 -1.329
H 0.081 0.415 -3.727
H -1.014 0.717 -2.382
H 2.051 -1.420 -3.139
H -1.047 -0.804 -3.330
*
```

What are the natural (NBO) partial charges on each atom? They are as follows, in elementary charge units: -0.6323, -0.6279, 0.2110, 0.1828, 0.2316, 0.2040, 0.2301, 0.2047, -0.6970, -0.2334, -0.0784, 0.0059, 0.1565, -0.0086, -0.2479, 0.2711, 0.2554, 0.2638, 0.2505, 0.2664, 0.2367, 0.2621, 0.2928

---

No. 3
# C9H14Br2F3IMgSi

A structure of composition C9H14Br2F3IMgSi (ωB97M-V/def2-TZVPD, the OMol25 dataset).

The value obtained for the HOMO-LUMO gap is 0.076 Ha. The calculation puts the HOMO energy at -13.88 eV. The calculation puts the LUMO energy at -11.81 eV.

```
! RIJCOSX wB97M-V def2-TZVPD def2/J DEFGRID3
* xyz 2 1
C 0.583 -2.315 1.450
C -0.295 -2.238 0.273
Si -0.575 -0.515 -0.504
C -2.269 -0.264 -1.342
C -3.507 -0.162 -0.350
C -3.515 1.127 0.574
I -4.493 2.852 -0.319
C 0.862 -0.012 -1.713
C 2.276 0.082 -0.994
C 2.662 1.479 -0.388
F 3.699 2.000 -1.210
Br 1.234 2.855 -0.445
C 3.250 1.445 1.106
F 3.116 0.221 1.764
F 2.543 2.375 1.898
Br 5.134 2.092 1.175
H 0.255 -2.005 2.462
H 1.642 -2.741 1.357
H -0.725 -3.198 -0.143
H -0.494 0.470 0.601
H -2.208 0.640 -2.036
H -2.422 -1.157 -2.041
H -3.591 -1.132 0.226
H -4.440 -0.104 -0.999
H -2.504 1.449 0.951
H -4.126 0.859 1.495
H 0.587 0.866 -2.364
H 0.940 -0.902 -2.429
H 2.324 -0.785 -0.261
H 3.052 -0.175 -1.788
Mg 1.003 -3.104 3.996
*
```

What are the natural (NBO) partial charges on each atom? They are as follows, in elementary charge units: -0.6111, -0.1875, 1.2502, -0.8518, -0.4349, -0.5603, 0.2131, -0.7705, -0.4810, 0.2409, -0.3379, 0.1049, 0.5821, -0.3623, -0.3363, 0.1127, 0.1276, 0.2829, 0.2651, -0.1321, 0.2848, 0.2605, 0.2073, 0.2566, 0.2197, 0.2444, 0.3074, 0.2590, 0.2129, 0.2886, 1.3451

---

No. 4
# C9H14BrN2O

A cluster of 2 separate species, C9H14BrN2O in total (ωB97M-V/def2-TZVPD, the OMol25 dataset).

As for the energy above the lowest of the compared OMol25 structures with the same formula, charge and spin: 0.550 eV. The value obtained for the HOMO-LUMO gap is 0.333 Ha. The calculation puts the HOMO energy at -12.18 eV. The calculation puts the LUMO energy at -3.13 eV.

```
! RIJCOSX wB97M-V def2-TZVPD def2/J DEFGRID3
* xyz 1 1
C -1.649 -3.111 1.416
C -2.154 -3.339 0.146
C -1.424 -1.840 1.847
C -2.469 -2.174 -0.609
C 0.869 1.717 1.403
C 0.962 0.928 -2.984
C 1.309 1.523 -0.068
C 0.769 0.096 -1.962
C -2.252 -0.888 -0.063
N -1.641 -0.756 1.110
N -0.598 1.670 1.390
O 0.849 0.243 -0.611
Br -2.513 0.749 -0.963
H -1.479 -3.967 2.076
H -2.351 -4.295 -0.164
H -1.196 -1.744 2.892
H -1.008 0.598 1.452
H -2.943 -2.023 -1.551
H 1.170 0.855 1.883
H 1.288 2.581 2.025
H 1.411 1.910 -3.010
H 0.886 0.574 -3.976
H 1.129 2.451 -0.640
H 2.388 1.457 -0.159
H 0.222 -0.759 -2.346
H -0.873 2.059 2.223
H -1.136 2.205 0.673
*
```

What are the natural (NBO) partial charges on each atom? They are as follows, in elementary charge units: -0.2325, -0.1012, 0.0573, -0.2514, -0.2491, -0.5059, -0.0995, 0.1290, 0.1558, -0.5131, -0.7331, -0.5238, 0.1052, 0.2460, 0.2378, 0.2133, 0.4631, 0.2474, 0.2190, 0.2465, 0.2006, 0.2226, 0.2030, 0.2175, 0.1996, 0.4088, 0.4372

---

No. 5
# C9H14CdO3

A structure of composition C9H14CdO3 (ωB97M-V/def2-TZVPD, the OMol25 dataset).

The value obtained for the HOMO-LUMO gap is 0.121 Ha. The calculation puts the HOMO energy at -15.56 eV. The calculation puts the LUMO energy at -12.26 eV.

```
! RIJCOSX wB97M-V def2-TZVPD def2/J DEFGRID3
* xyz 2 1
C -1.759 1.029 -4.135
C -1.071 0.105 -3.710
C -0.454 -1.040 -3.137
C -0.049 -0.658 -1.698
C -1.311 -0.580 -0.828
C -0.989 -0.899 0.640
O -0.859 -2.035 0.966
O -0.888 0.187 1.380
C -0.264 -0.023 2.679
O 0.989 -0.558 2.509
C 2.060 0.245 3.021
C 2.422 1.396 2.094
H -2.228 1.760 -4.764
H -1.188 -1.843 -3.097
H 0.382 -1.377 -3.751
H 0.467 0.296 -1.665
H 0.619 -1.427 -1.328
H -2.070 -1.307 -1.127
H -1.737 0.454 -0.864
H -0.216 0.962 3.129
H -0.891 -0.659 3.296
H 1.821 0.620 4.014
H 2.906 -0.420 3.134
H 1.785 2.257 2.277
H 2.296 1.103 1.056
H 3.458 1.669 2.256
Cd -3.231 0.746 -2.345
*
```

What are the natural (NBO) partial charges on each atom? They are as follows, in elementary charge units: -0.4810, 0.2399, -0.5513, -0.3939, -0.5151, 0.7975, -0.4740, -0.5088, 0.2179, -0.5217, -0.0708, -0.6430, 0.3325, 0.2781, 0.3398, 0.2491, 0.2949, 0.2304, 0.1248, 0.1864, 0.1931, 0.1855, 0.2130, 0.2064, 0.1965, 0.2441, 1.6299

---

Please write out number 1 again, unchanged.
# C9H14

A cluster of 2 separate species, C9H14 in total (ωB97M-V/def2-TZVPD, the OMol25 dataset).

Its expectation value of S² is 0.77. As for the energy above the lowest of the compared OMol25 structures with the same formula, charge and spin: 0.453 eV. The value obtained for the HOMO-LUMO gap (spin up / spin down) is 0.363 / 0.224 Ha. The calculation puts the HOMO energy (spin up / spin down) at -14.40 / -14.40 eV. The calculation puts the LUMO energy (spin up / spin down) at -4.52 / -8.30 eV.

```
! RIJCOSX wB97M-V def2-TZVPD def2/J DEFGRID3
* xyz 1 2
C -0.331 0.342 2.820
C -0.810 -1.669 1.322
C -1.000 -0.264 1.662
C -1.266 -2.183 0.120
C -1.747 0.540 0.810
C -2.005 -1.385 -0.727
C -2.251 -0.019 -0.338
H -0.394 -2.292 2.112
H -1.155 -3.206 -0.131
H -1.035 0.429 3.644
H -0.066 1.374 2.594
H -1.860 1.594 1.015
H -2.186 -1.765 -1.723
H -2.841 0.556 -1.037
H 0.622 -0.074 3.142
C 2.720 0.878 -2.500
C 1.843 1.061 -1.236
H 2.316 1.575 -3.251
H 3.739 1.257 -2.370
H 2.700 -0.094 -2.971
H 2.275 0.492 -0.410
H 0.825 0.726 -1.462
H 1.906 2.126 -1.083
*
```

What are the natural (NBO) partial charges on each atom? They are as follows, in elementary charge units: -0.6980, -0.0509, 0.2326, -0.2462, -0.2439, 0.0038, -0.0736, 0.2478, 0.2550, 0.2898, 0.2631, 0.2568, 0.2505, 0.2479, 0.2641, -0.6040, -0.6136, 0.2035, 0.2160, 0.2057, 0.1971, 0.1804, 0.2164